[1]
Here is a molecular structure, C23H30FN2O6PtS2 from the Open Molecules 2025 dataset. Energies are from ωB97M-V/def2-TZVPD.

XYZ file:
```
65
Properties=species:S:1:pos:R:3
Pt -0.13 0.14 -0.13
C -1.22 2.80 1.39
O -0.25 1.72 1.29
C 1.00 2.00 1.97
C 1.63 0.66 2.23
O 1.71 -0.09 0.98
C 2.89 0.14 0.15
C 2.56 1.17 -0.91
O 1.36 0.65 -1.52
C 1.23 0.86 -2.96
H -1.40 2.98 2.45
H -0.83 3.69 0.91
H -2.14 2.46 0.92
H 1.60 2.67 1.36
H 0.78 2.50 2.92
H 2.62 0.74 2.67
H 1.00 0.05 2.88
H 3.73 0.43 0.78
H 3.10 -0.82 -0.31
H 2.38 2.17 -0.53
H 3.36 1.21 -1.65
H 2.11 0.42 -3.43
H 0.34 0.33 -3.27
H 1.17 1.93 -3.18
C -2.03 -6.93 1.32
C -3.18 -5.95 1.10
C -4.32 -6.08 2.09
C -3.86 -5.76 3.50
C -3.16 -4.43 3.54
C -3.04 -3.74 4.72
C -2.45 -2.48 4.76
F -2.37 -1.85 5.92
C -1.96 -1.87 3.63
C -2.03 -2.56 2.42
C -1.52 -2.00 1.21
O -1.07 -0.75 1.32
C -1.53 -2.76 0.04
C -2.12 -4.02 0.08
N -2.63 -4.54 1.17
C -2.61 -3.85 2.37
C -0.95 -2.33 -1.26
O -1.29 -2.74 -2.33
O 0.11 -1.46 -1.19
H -2.43 -7.94 1.32
H -1.53 -6.75 2.27
H -1.29 -6.86 0.52
H -3.56 -6.04 0.08
H -4.70 -7.10 2.02
H -5.13 -5.41 1.80
H -3.19 -6.54 3.88
H -4.71 -5.74 4.18
H -3.44 -4.15 5.64
H -1.54 -0.87 3.69
H -2.16 -4.62 -0.82
S -2.13 0.44 -1.19
C -2.10 1.86 -2.19
N -3.09 2.04 -3.02
C -3.07 3.24 -3.87
C -1.96 4.15 -3.33
S -0.96 3.14 -2.17
H -3.82 1.34 -3.14
H -4.04 3.73 -3.81
H -2.89 2.94 -4.90
H -2.34 5.00 -2.77
H -1.30 4.50 -4.12
```

Output
- total charge = +3
- 2S+1 = 1
- HOMO level (eV) = -16.559

---

[2]
Here is a gas-phase ion, C23H30FN4O6 (charge +1) from the Open Molecules 2025 dataset. Energies are from ωB97M-V/def2-TZVPD.

XYZ file:
```
64
Properties=species:S:1:pos:R:3
C 3.37 -3.19 3.11
C 3.92 -1.69 2.96
N 3.57 -1.01 1.68
C 2.11 -0.84 1.49
C 1.71 0.65 0.95
C 0.11 0.74 0.81
C -0.46 0.20 -0.55
C 0.52 -0.39 -1.69
C 1.22 0.78 -2.56
O 2.42 0.22 -3.20
C 3.51 1.16 -3.13
C 4.67 1.05 -2.01
O 3.59 2.13 -3.92
C -2.01 0.22 -0.83
C -2.67 -0.35 -2.18
O -2.44 -1.54 -2.53
O -3.53 0.40 -3.04
C -4.91 0.15 -2.76
C -5.59 -1.23 -2.64
C -7.07 -1.31 -2.30
N -8.03 -0.29 -2.05
C -7.37 0.95 -2.23
C -5.92 1.29 -2.56
C -2.88 0.82 0.34
N -4.34 0.87 0.20
C -2.19 1.35 1.64
O -3.10 1.89 2.62
N -0.75 1.30 1.86
C -0.15 1.85 3.13
C 0.63 3.25 2.87
F 0.68 0.87 3.80
C 4.24 -1.60 0.51
C 3.74 -2.83 -0.37
O 5.36 -1.09 0.19
H 4.16 -3.97 2.81
H 2.43 -3.40 2.49
H 3.13 -3.40 4.22
H 3.51 -1.09 3.85
H 5.07 -1.72 3.12
H 1.61 -1.59 0.79
H 1.62 -1.01 2.53
H 2.25 0.82 -0.05
H 2.15 1.43 1.67
H -0.01 -1.09 -2.42
H 1.39 -0.99 -1.22
H 0.56 1.13 -3.45
H 1.46 1.70 -1.92
H 5.28 0.11 -2.29
H 4.22 0.87 -0.97
H 5.34 1.98 -1.98
H -4.98 -2.18 -2.80
H -7.50 -2.38 -2.23
H -8.06 1.87 -2.09
H -5.59 2.38 -2.63
H -4.62 -0.08 -0.14
H -4.82 0.97 1.10
H -2.96 1.28 3.40
H -0.97 2.11 3.90
H 0.10 4.08 3.47
H 1.71 3.23 3.24
H 0.55 3.59 1.77
H 2.68 -3.18 -0.14
H 3.88 -2.53 -1.47
H 4.44 -3.71 -0.18
```

Output
- SMILES = CCN(CCc1c(CCOC(C)=O)c(C(=O)Oc2ccncc2)c(N)c(O)[n+]1[C@H](C)F)C(C)=O
- total charge = +1
- 2S+1 = 1
- HOMO level (eV) = -11.772

---

[3]
Here is C23H30N2O3 in the gas phase from the Open Molecules 2025 dataset. Energies are from ωB97M-V/def2-TZVPD.

XYZ file:
```
58
Properties=species:S:1:pos:R:3
C 6.96 5.46 3.04
C 5.74 4.94 3.77
C 5.41 3.46 3.33
C 4.25 3.08 4.28
O 3.85 1.93 3.90
C 3.19 1.54 2.98
C 2.60 2.48 2.26
C 1.95 2.08 0.86
C 1.78 0.73 0.61
C 2.20 -0.25 1.52
C 3.16 0.00 2.62
H 3.57 -0.56 3.25
H 1.97 -1.15 1.32
C 0.93 0.23 -0.52
O 0.03 1.14 -1.04
N 1.21 -0.84 -0.97
H 1.77 -1.37 -0.65
C 0.50 -1.29 -2.20
H 0.31 -0.54 -3.07
H 1.19 -2.09 -2.74
C -0.75 -1.94 -2.01
O -0.86 -3.29 -1.97
N -1.64 -1.27 -1.43
H -1.39 -0.29 -1.16
C -2.85 -1.55 -1.21
C -3.16 -1.29 0.48
H -2.46 -1.63 1.12
H -2.91 -0.28 0.61
H -4.07 -1.54 1.06
C -4.16 -0.84 -1.70
H -4.99 -1.03 -1.36
C -4.14 -1.20 -3.30
C -4.81 -2.70 -3.32
C -6.26 -2.65 -3.29
C -6.83 -3.94 -3.34
C -5.94 -5.33 -3.46
C -4.64 -4.98 -3.57
C -4.09 -3.96 -3.13
H -2.93 -3.78 -3.33
H -3.90 -6.02 -3.34
H -6.66 -6.19 -3.35
H -7.79 -4.17 -3.14
H -6.77 -1.80 -3.21
H -3.22 -1.22 -3.55
H -4.62 -0.53 -3.82
H -4.03 0.23 -1.80
H -3.25 -2.62 -1.09
H 1.25 2.78 0.31
H 2.85 3.46 2.09
H 3.57 3.73 4.34
H 4.65 3.00 5.30
H 6.33 2.91 3.50
H 5.08 3.49 2.21
H 6.03 5.00 4.97
H 4.85 5.61 3.79
H 7.28 6.34 3.42
H 7.88 4.97 3.08
H 6.79 5.54 2.02
```

Output
- SMILES = CCCCOc1ccc(C(=O)NCC(=O)N[C@@H](C)CCc2ccccc2)cc1
- total charge = 0
- 2S+1 = 1
- HOMO level (eV) = -8.008

---

What is the HOMO level in the second record? -11.772 eV